1.
ORCA calculation (the ωB97M-V functional and the def2-TZVPD basis) on a single CH3NOP2S molecule at a distorted geometry.

Atoms and positions in Å:
C1 0.9002 1.0967 -0.2812
N1 0.4946 1.4585 0.8615
O1 -0.6476 -1.1204 -0.4772
P1 0.8301 -0.5548 -1.0982
P2 -0.8133 -1.9760 0.9341
S1 -0.1866 0.9342 2.1737
H1 1.4249 1.8489 -0.8709
H2 0.1664 -0.0627 -2.2328
H3 -2.1688 -1.6243 0.9910

Forces on atoms 1 to 3 (eV/Å):
C 0.10 0.07 -0.14
N 0.42 0.07 -0.78
O 0.83 0.10 -0.10

Summary:
HOMO (alpha / beta)   -8.32 / -7.94 eV
Total energy   -1250.6978 Eh
Maximum force   1.41 eV Å⁻¹
Lowest unoccupied orbital energy (alpha / beta)   -0.7 / -1.2 eV
Frontier orbital gap (alpha / beta)   0.2803 / 0.2495 hartree

Löwdin population analysis, charges in e, atoms 1 to 4: -0.48 -0.60 -0.94 0.84

---

2.
ORCA calculation (the ωB97M-V functional and the def2-TZVPD basis) on a single CH3NOS molecule at a distorted geometry.

Atoms and positions in Å:
C1 -0.1927 -0.5081 0.4629
N1 -0.3285 0.0454 -0.7789
O1 0.7505 2.0912 0.3641
S1 1.0808 0.7141 0.0100
H1 -1.0787 -0.3454 1.0773
H2 0.3114 -1.5985 0.5287
H3 -0.5428 -0.3988 -1.6641

Forces on atoms 1 to 3 (eV/Å):
C 0.82 -3.57 1.27
N 0.38 1.48 -1.85
O 0.57 -0.20 0.24

Summary:
HOMO   -9.90 eV
Total energy   -567.9940 Eh
Maximum force   3.87 eV Å⁻¹
Lowest unoccupied orbital energy   0.7 eV
Frontier orbital gap   0.3913 hartree

Löwdin population analysis, charges in e, atoms 1 to 4: -0.43 -0.27 -0.53 0.94

---

3.
ORCA calculation (the ωB97M-V functional and the def2-TZVPD basis) on 2 unconnected molecules or ions with the total composition CH3NOS at a distorted geometry.

Atoms and positions in Å:
C1 1.4302 -0.0201 0.4808
N1 0.4481 0.7539 -0.1049
O1 -0.7770 0.7651 0.2364
S1 2.9882 -0.0104 -0.0911
H1 0.9968 -0.6238 1.1574
H2 0.8673 1.3130 -0.8528
H3 -1.3944 -1.1791 -0.0036

Forces on atoms 1 to 3 (eV/Å):
C 0.99 2.07 -3.08
N 1.19 -0.21 0.53
O 0.96 -0.15 -0.40

Summary:
HOMO (alpha / beta)   -9.47 / -9.64 eV
Total energy   -567.8778 Eh
Maximum force   3.84 eV Å⁻¹
Lowest unoccupied orbital energy (alpha / beta)   -0.4 / -2.0 eV
Frontier orbital gap (alpha / beta)   0.3351 / 0.2800 hartree

Löwdin population analysis, charges in e, atoms 1 to 4: -0.64 -0.21 -0.10 0.66

---

4.
ORCA calculation (the ωB97M-V functional and the def2-TZVPD basis) on a single CH3NOS molecule at a distorted geometry.

Atoms and positions in Å:
C1 0.6857 -0.4055 0.3574
H1 -0.6034 1.4979 -0.4449
H2 -1.1927 -1.0966 -0.0850
H3 1.2008 -1.2319 0.9809
N1 -0.5132 -0.4310 -0.2502
O1 -1.0873 0.6821 -0.7468
S1 1.5101 0.9850 0.1887

Forces on atoms 1 to 3 (eV/Å):
C 0.45 0.03 0.13
H 0.36 -1.08 0.11
H -1.42 -1.62 0.46

Summary:
HOMO   -8.83 eV
Total energy   -568.0022 Eh
SMILES   ONC=S
Maximum force   2.46 eV Å⁻¹
Lowest unoccupied orbital energy   0.8 eV
Frontier orbital gap   0.3530 hartree

Löwdin population analysis, charges in e, atoms 1 to 4: -0.67 0.05 0.12 0.10

---

5.
ORCA calculation (the ωB97M-V functional and the def2-TZVPD basis) on a single CH3NOS molecule at a distorted geometry.

Atoms and positions in Å:
C1 -0.6867 -0.1638 0.0762
N1 0.7222 0.3114 0.0876
O1 0.9658 1.4942 0.0251
S1 1.8389 -0.8295 -0.0445
H1 -0.7454 -0.1065 -1.0833
H2 -1.4424 0.5206 0.4623
H3 -0.6523 -1.2264 0.4767

Forces on atoms 1 to 3 (eV/Å):
C 0.29 -0.91 -2.36
N 0.12 0.09 0.41
O -0.57 0.92 0.24

Summary:
HOMO   -9.26 eV
Total energy   -567.9770 Eh
SMILES   C[N+]([O-])=S
Maximum force   2.55 eV Å⁻¹
Lowest unoccupied orbital energy   -0.8 eV
Frontier orbital gap   0.3123 hartree

Löwdin population analysis, charges in e, atoms 1 to 4: -0.09 -0.86 -0.05 0.70

---

6.
ORCA calculation (the ωB97M-V functional and the def2-TZVPD basis) on 2 unconnected molecules or ions with the total composition CH3NOS at a distorted geometry.

Atoms and positions in Å:
C1 -1.7216 0.0335 -0.0298
N1 1.0532 -0.4254 0.4954
O1 -2.7529 0.6116 -0.0259
S1 1.9968 0.7249 -0.0906
H1 -1.4528 -0.9191 -0.4790
H2 0.8547 -0.2520 1.4723
H3 2.0226 0.2264 -1.3424

Forces on atoms 1 to 3 (eV/Å):
C -0.83 1.38 0.65
N -0.54 -0.77 0.02
O 0.85 -0.70 -0.18

Summary:
HOMO (alpha / beta)   -8.06 / -8.46 eV
Total energy   -567.9391 Eh
Maximum force   1.73 eV Å⁻¹
Lowest unoccupied orbital energy (alpha / beta)   -0.3 / 0.3 eV
Frontier orbital gap (alpha / beta)   0.2838 / 0.3229 hartree

Löwdin population analysis, charges in e, atoms 1 to 4: -0.07 -0.49 0.02 0.67

---

7.
ORCA calculation (the ωB97M-V functional and the def2-TZVPD basis) on a single CH3NOS molecule at a distorted geometry.

Atoms and positions in Å:
C1 -1.0661 0.2713 0.1369
N1 0.1699 -0.5228 -0.0632
O1 -2.2774 0.1894 0.3702
S1 1.6016 0.3079 0.2611
H1 -0.7853 1.4040 -0.0112
H2 0.1857 -1.5190 0.2847
H3 2.1715 -0.1309 -0.9785

Forces on atoms 1 to 3 (eV/Å):
C -0.49 3.69 -0.35
N -3.66 -1.20 1.61
O 3.30 -2.42 -0.44

Summary:
HOMO   -9.86 eV
Total energy   -568.0332 Eh
SMILES   O=CNS
Maximum force   4.17 eV Å⁻¹
Lowest unoccupied orbital energy   0.5 eV
Frontier orbital gap   0.3809 hartree

Löwdin population analysis, charges in e, atoms 1 to 4: -0.37 -0.46 0.00 0.70

---

8.
ORCA calculation (the ωB97M-V functional and the def2-TZVPD basis) on 2 unconnected molecules or ions with the total composition CH3NOS at a distorted geometry.

Atoms and positions in Å:
C1 0.1391 -0.6815 -0.4853
N1 0.0205 0.5119 -0.1858
O1 -1.0537 1.2056 0.6223
S1 2.6160 -1.7487 -0.3059
H1 -0.3566 -1.4857 -0.0252
H2 0.6109 1.3081 -0.3772
H3 -1.9762 0.8903 0.7570

Forces on atoms 1 to 3 (eV/Å):
C 3.16 -0.01 0.11
N -2.40 0.02 0.58
O 0.60 1.08 0.57

Summary:
HOMO (alpha / beta)   -8.85 / -8.72 eV
Total energy   -567.8345 Eh
Maximum force   3.17 eV Å⁻¹
Lowest unoccupied orbital energy (alpha / beta)   -1.7 / -1.6 eV
Frontier orbital gap (alpha / beta)   0.2608 / 0.2615 hartree

Löwdin population analysis, charges in e, atoms 1 to 4: -0.11 -0.06 -0.08 -0.02

---

9.
ORCA calculation (the ωB97M-V functional and the def2-TZVPD basis) on a molecular structure, CH3NOS2 at a distorted geometry.

Atoms and positions in Å:
C1 -1.9315 0.4570 -1.1964
N1 1.9469 -0.5635 1.2610
O1 -3.0572 0.5570 -1.6041
S1 -1.3369 0.8177 0.3452
S2 1.1074 -0.4039 -0.0895
H1 -1.0583 0.0904 -1.9401
H2 1.9835 -1.2929 1.8313
H3 2.3462 0.3383 1.3925

Forces on atoms 1 to 3 (eV/Å):
C 1.47 -1.09 -2.83
N -0.42 4.61 -3.79
O -0.08 0.16 0.30

Summary:
HOMO (alpha / beta)   -9.34 / -9.30 eV
Total energy   -966.1849 Eh
Maximum force   5.98 eV Å⁻¹
Lowest unoccupied orbital energy (alpha / beta)   -1.9 / -1.9 eV
Frontier orbital gap (alpha / beta)   0.2741 / 0.2714 hartree

Löwdin population analysis, charges in e, atoms 1 to 4: -0.89 -0.39 -0.06 0.60

---

10.
ORCA calculation (the ωB97M-V functional and the def2-TZVPD basis) on a single CH3NOS2 molecule at a distorted geometry.

Atoms and positions in Å:
C1 2.6079 0.7711 0.2232
N1 -0.4544 -0.6347 0.1457
O1 3.7297 0.7403 -0.1405
S1 1.9189 -0.1998 1.5402
S2 -0.0518 0.4214 1.4379
H1 1.6875 1.2004 -0.1863
H2 -0.8924 -1.4027 0.5561
H3 -1.1625 -0.0362 -0.3847

Forces on atoms 1 to 3 (eV/Å):
C -1.38 -0.85 0.26
N -1.12 3.15 -1.47
O 0.71 0.36 -0.27

Summary:
HOMO   -9.54 eV
Total energy   -966.2448 Eh
SMILES   NSSC=O
Maximum force   3.65 eV Å⁻¹
Lowest unoccupied orbital energy   0.2 eV
Frontier orbital gap   0.3579 hartree

Löwdin population analysis, charges in e, atoms 1 to 4: -0.69 -0.40 0.01 0.56

---

11.
ORCA calculation (the ωB97M-V functional and the def2-TZVPD basis) on a single CH3NOS2 molecule at a distorted geometry.

Atoms and positions in Å:
C1 0.6164 0.4560 -0.0821
N1 -0.7395 -0.5343 -0.3278
O1 -1.9708 0.1353 -0.0423
S1 0.3335 2.0656 -0.0724
S2 2.0320 -0.4795 0.1507
H1 -0.5102 -1.0373 0.5722
H2 -1.7618 1.0500 -0.2553
H3 2.8805 0.5543 0.1978

Forces on atoms 1 to 3 (eV/Å):
C -3.89 0.23 -0.59
N 3.29 0.93 2.06
O 1.20 -0.73 -0.06

Summary:
HOMO   -9.46 eV
Total energy   -966.1650 Eh
SMILES   ONC(=S)S
Maximum force   3.99 eV Å⁻¹
Lowest unoccupied orbital energy   -0.5 eV
Frontier orbital gap   0.3300 hartree

Löwdin population analysis, charges in e, atoms 1 to 4: -1.18 -0.11 -0.13 0.67

---

12.
ORCA calculation (the ωB97M-V functional and the def2-TZVPD basis) on 2 unconnected molecules or ions with the total composition CH3NOS2 at a distorted geometry.

Atoms and positions in Å:
C1 1.7230 0.1212 -0.0537
N1 -0.8543 -0.0544 0.5284
O1 -3.8343 -1.1050 0.0336
S1 0.0878 0.9922 -0.0189
S2 -3.1817 0.1575 -0.3038
H1 1.7321 -0.6111 0.7457
H2 2.4961 0.8673 0.0855
H3 1.8312 -0.3677 -1.0168

Forces on atoms 1 to 3 (eV/Å):
C -0.35 0.57 -0.25
N -1.04 0.27 -0.08
O -0.44 -0.75 0.22

Summary:
HOMO (alpha / beta)   -8.36 / -7.73 eV
Total energy   -966.1096 Eh
Maximum force   1.21 eV Å⁻¹
Lowest unoccupied orbital energy (alpha / beta)   -1.1 / -1.2 eV
Frontier orbital gap (alpha / beta)   0.2654 / 0.2395 hartree

Löwdin population analysis, charges in e, atoms 1 to 4: -0.34 -0.54 -0.67 0.76

---

13.
ORCA calculation (the ωB97M-V functional and the def2-TZVPD basis) on 2 unconnected molecules or ions with the total composition CH3NS2.

Atoms and positions in Å:
C1 3.3281 -0.1657 0.0123
N1 -0.2435 0.3842 -0.0888
S1 3.7590 1.3223 -0.0101
S2 2.9097 -1.6619 -0.0110
H1 0.6699 0.1278 0.2693
H2 -0.9268 0.0768 0.5948
H3 -0.3968 -0.1517 -0.9356

Forces on atoms 1 to 3 (eV/Å):
C 0.14 0.00 -0.16
N -0.02 0.03 0.05
S -0.11 -0.21 0.08

Summary:
HOMO   -9.74 eV
Total energy   -891.0283 Eh
Maximum force   0.25 eV Å⁻¹
Lowest unoccupied orbital energy   -0.2 eV
Frontier orbital gap   0.3506 hartree

Löwdin population analysis, charges in e, atoms 1 to 4: -1.44 0.01 0.74 0.73

---

14.
ORCA calculation (the ωB97M-V functional and the def2-TZVPD basis) on 3 unconnected molecules or ions with the total composition CH3NS2 at a distorted geometry.

Atoms and positions in Å:
C1 1.1047 1.3792 -0.6455
N1 -1.2193 2.5500 -1.1106
S1 2.2859 0.4552 -0.0719
S2 -0.5365 1.1399 -1.1205
H1 0.2593 3.3935 -1.3851
H2 -1.8146 2.7029 -2.0386
H3 1.0721 2.8333 -1.0909

Forces on atoms 1 to 3 (eV/Å):
C -0.04 -0.26 -0.54
N -1.28 3.11 -2.49
S -1.04 1.23 -0.42

Summary:
HOMO   -8.42 eV
Total energy   -890.8470 Eh
Maximum force   4.19 eV Å⁻¹
Lowest unoccupied orbital energy   -1.2 eV
Frontier orbital gap   0.2651 hartree

Löwdin population analysis, charges in e, atoms 1 to 4: -1.10 -0.52 0.65 0.73

---

15.
ORCA calculation (the ωB97M-V functional and the def2-TZVPD basis) on 2 unconnected molecules or ions with the total composition CH3NS3 at a distorted geometry.

Atoms and positions in Å:
C1 1.1127 0.1283 -1.5758
N1 0.7842 1.0194 -0.8491
S1 1.3431 -1.2194 -2.3266
S2 -2.0062 -1.3067 1.4209
S3 0.5991 1.9970 0.4841
H1 -1.6536 -0.0476 0.9038
H2 -1.1612 -1.8090 0.3862
H3 0.9820 1.2380 1.5565

Forces on atoms 1 to 3 (eV/Å):
C -0.81 0.64 2.07
N 0.43 -0.17 -0.28
S 0.34 -0.40 -0.83

Summary:
HOMO   -9.00 eV
Total energy   -1289.1624 Eh
SMILES   S=C=NS.S
Maximum force   2.98 eV Å⁻¹
Lowest unoccupied orbital energy   0.0 eV
Frontier orbital gap   0.3325 hartree

Löwdin population analysis, charges in e, atoms 1 to 4: -0.88 -0.43 0.69 0.40

---

16.
ORCA calculation (the ωB97M-V functional and the def2-TZVPD basis) on 2 unconnected molecules or ions with the total composition CH3O2S.

Atoms and positions in Å:
S1 0.3618 -2.0764 -0.2729
H1 -0.1392 -2.9632 0.5992
O1 0.3821 2.5219 -0.2274
C1 0.1391 1.3423 -0.2442
O2 -0.7587 0.7612 0.5255
H2 0.6330 0.6413 -0.9403
H3 -0.6182 -0.2271 0.5601

Forces on atoms 1 to 3 (eV/Å):
S -0.13 0.07 0.16
H 0.00 -0.03 0.01
O -0.15 0.27 0.02

Summary:
HOMO   -3.39 eV
Total energy   -588.6388 Eh
Maximum force   0.84 eV Å⁻¹
Charge   -1
Lowest unoccupied orbital energy   4.2 eV
Frontier orbital gap   0.2777 hartree

Löwdin population analysis, charges in e, atoms 1 to 4: -0.13 -0.44 0.01 -0.48

---

17.
ORCA calculation (the ωB97M-V functional and the def2-TZVPD basis) on 2 unconnected molecules or ions with the total composition CH3O2S at a distorted geometry.

Atoms and positions in Å:
C1 0.4132 -0.2719 -0.4095
O1 -4.3193 -1.1725 -0.0218
O2 -3.9794 1.3380 -0.0677
S1 -3.4273 -0.0203 0.2498
H1 -0.4931 -0.6597 -0.8714
H2 1.1432 0.0208 -1.0802
H3 0.0352 0.5415 0.1953

Forces on atoms 1 to 3 (eV/Å):
C -2.69 0.70 0.27
O -0.77 -0.63 -0.25
O -0.24 0.05 -0.10

Summary:
HOMO (alpha / beta)   -1.25 / -4.41 eV
Total energy   -588.5066 Eh
Maximum force   2.80 eV Å⁻¹
Charge   -1
Lowest unoccupied orbital energy (alpha / beta)   4.2 / 2.7 eV
Frontier orbital gap (alpha / beta)   0.1992 / 0.2627 hartree
Spin multiplicity   3

Löwdin population analysis, charges in e, atoms 1 to 4: 0.07 -0.71 -0.72 0.48

---

18.
ORCA calculation (the ωB97M-V functional and the def2-TZVPD basis) on 2 unconnected molecules or ions with the total composition CH3O2S at a distorted geometry.

Atoms and positions in Å:
S1 -1.3941 1.6835 -1.1115
H1 -2.3173 1.5737 -0.1300
O1 1.7424 -2.2257 0.3660
C1 1.0087 -1.2146 0.3071
O2 1.2804 -0.0748 0.8025
H2 -0.0711 -1.2279 0.0515
H3 -0.2490 1.4857 -0.2857

Forces on atoms 1 to 3 (eV/Å):
S 1.22 -0.29 0.94
H 0.45 0.00 -0.07
O 0.63 0.80 0.18

Summary:
HOMO (alpha / beta)   -9.95 / -9.94 eV
Total energy   -588.4591 Eh
Maximum force   3.62 eV Å⁻¹
Lowest unoccupied orbital energy (alpha / beta)   0.7 / -4.3 eV
Frontier orbital gap (alpha / beta)   0.3924 / 0.2080 hartree
Spin multiplicity   2

Löwdin population analysis, charges in e, atoms 1 to 4: 0.44 -0.22 0.20 -0.43

---

19.
ORCA calculation (the ωB97M-V functional and the def2-TZVPD basis) on 2 unconnected molecules or ions with the total composition CH3O2S2 at a distorted geometry.

Atoms and positions in Å:
C1 1.4890 -0.1071 0.1491
O1 -1.5633 -0.1997 0.8183
O2 0.9323 0.0414 1.2221
S1 3.0032 0.6129 -0.1907
S2 -2.0339 0.8125 -0.3464
H1 1.0761 -0.6561 -0.8021
H2 -1.0412 0.6611 -1.2958
H3 -0.6138 0.0115 0.7501

Forces on atoms 1 to 3 (eV/Å):
C 2.08 0.67 -2.07
O -0.43 -0.47 -0.42
O -1.47 -0.55 0.41

Summary:
HOMO   -3.63 eV
Total energy   -986.7748 Eh
Maximum force   3.01 eV Å⁻¹
Charge   -1
Lowest unoccupied orbital energy   3.4 eV
Frontier orbital gap   0.2589 hartree

Löwdin population analysis, charges in e, atoms 1 to 4: -0.99 -0.59 -0.18 0.30

---

20.
ORCA calculation (the ωB97M-V functional and the def2-TZVPD basis) on a gas-phase ion, CH3O2S2 (charge -1) at a distorted geometry.

Atoms and positions in Å:
C1 -0.4456 0.3386 -0.7896
O1 -0.6820 -0.6935 1.6380
O2 1.1311 0.9583 1.3608
S1 1.4112 -1.6700 -0.0214
S2 0.3314 -0.2260 0.7462
H1 -0.9036 1.3629 -0.4496
H2 0.4761 0.2826 -1.3558
H3 -1.3185 -0.3528 -1.1286

Forces on atoms 1 to 3 (eV/Å):
C -2.00 0.31 1.18
O -1.46 -0.84 0.97
O -1.78 -2.68 -2.09

Summary:
HOMO (alpha / beta)   0.30 / -5.90 eV
Total energy   -986.6249 Eh
Maximum force   7.14 eV Å⁻¹
Charge   -1
Lowest unoccupied orbital energy (alpha / beta)   3.4 / 0.6 eV
Frontier orbital gap (alpha / beta)   0.1139 / 0.2388 hartree
Spin multiplicity   3

Löwdin population analysis, charges in e, atoms 1 to 4: -0.32 -0.46 -0.51 0.05

---

ΔE to the lowest compared entry with this formula, charge and spin for every record listed, in sequence, given in kcal per mole: 76.4, 67.0, 139.9, 61.8, 77.7, 101.4, 42.4, 167.1, 40.1, 2.5, 52.6, 87.3, 0.0, 113.8, 18.4, 2.4, 0.0, 29.4, 32.0, 64.1.